one) Computed, not measured: 12 unconnected molecules or ions with the total composition C48H132N12O12, with the ωB97M-V functional and the def2-TZVPD basis.

Its total charge is 0. The structure (SMILES) is COC[C@H](C)N.COC[C@H](C)N.COC[C@H](C)N.COC[C@H](C)N.COC[C@H](C)N.COC[C@H](C)N.COC[C@H](C)N.COC[C@H](C)N.COC[C@H](C)N.COC[C@H](C)N.COC[C@H](C)N.COC[C@H](C)N. As for the orbital gap: 9.408 eV.

Structure (XYZ):
```
204
Properties=species:S:1:pos:R:3:lowdin_charge:R:1
C -15.868 -13.805 -4.787 -0.085
C -14.999 -12.808 -5.494 -0.410
C -15.600 -12.404 -6.870 -0.251
O -15.284 -13.413 -7.744 -0.184
C -15.629 -13.044 -9.112 -0.072
N -14.848 -11.641 -4.545 0.035
H -16.095 -14.597 -5.501 0.073
H -16.784 -13.360 -4.399 0.082
H -15.327 -14.328 -3.999 0.075
H -14.062 -13.305 -5.744 0.131
H -15.226 -11.419 -7.151 0.119
H -16.685 -12.307 -6.840 0.122
H -16.707 -13.135 -9.245 0.083
H -15.144 -13.818 -9.707 0.082
H -15.227 -12.134 -9.558 0.087
H -14.228 -11.922 -3.799 0.061
H -14.222 -11.031 -5.052 0.052
C -11.802 -26.018 -3.179 -0.049
C -11.338 -27.330 -2.500 -0.446
C -9.824 -27.556 -2.467 -0.154
O -9.380 -27.575 -3.850 -0.206
C -9.525 -28.779 -4.562 -0.133
N -11.974 -27.321 -1.189 0.026
H -11.571 -25.150 -2.562 0.076
H -12.886 -26.084 -3.273 0.071
H -11.440 -25.997 -4.206 0.071
H -11.835 -28.184 -2.960 0.130
H -9.541 -28.502 -2.006 0.117
H -9.261 -26.732 -2.027 0.127
H -10.565 -28.960 -4.833 0.080
H -9.049 -29.668 -4.149 0.085
H -9.063 -28.727 -5.548 0.082
H -11.707 -28.206 -0.782 0.065
H -11.575 -26.627 -0.574 0.062
C -22.961 -22.661 2.343 -0.067
C -24.009 -22.885 1.252 -0.459
C -23.369 -23.186 -0.114 -0.176
O -22.606 -22.011 -0.495 -0.192
C -21.933 -22.305 -1.692 -0.132
N -24.869 -23.925 1.726 0.029
H -22.366 -23.570 2.263 0.076
H -23.262 -22.479 3.375 0.077
H -22.323 -21.811 2.101 0.068
H -24.593 -21.982 1.075 0.135
H -24.137 -23.204 -0.886 0.123
H -22.828 -24.130 -0.180 0.122
H -21.347 -21.486 -2.107 0.082
H -22.622 -22.488 -2.516 0.086
H -21.248 -23.138 -1.537 0.084
H -25.320 -23.737 2.610 0.076
H -24.203 -24.673 1.857 0.067
C -15.602 -27.331 4.324 -0.076
C -16.616 -27.620 3.271 -0.459
C -17.482 -26.421 3.006 -0.192
O -16.755 -25.235 2.583 -0.206
C -17.642 -24.157 2.265 -0.095
N -15.874 -28.074 2.119 0.047
H -16.002 -26.997 5.281 0.079
H -15.028 -26.463 4.000 0.072
H -14.988 -28.175 4.642 0.084
H -17.210 -28.485 3.566 0.140
H -18.060 -26.234 3.911 0.122
H -18.252 -26.570 2.248 0.114
H -18.174 -23.829 3.158 0.087
H -18.344 -24.442 1.482 0.082
H -16.991 -23.357 1.913 0.077
H -15.146 -27.431 1.840 0.069
H -16.465 -27.992 1.305 0.058
C -17.045 -21.926 -3.325 -0.058
C -16.281 -20.664 -3.632 -0.470
C -16.817 -19.440 -2.995 -0.222
O -18.000 -19.051 -3.687 -0.198
C -18.819 -18.142 -2.949 -0.096
N -14.874 -20.876 -3.275 0.044
H -17.293 -21.883 -2.265 0.078
H -16.450 -22.832 -3.442 0.078
H -17.980 -21.897 -3.885 0.076
H -16.261 -20.479 -4.706 0.137
H -16.045 -18.700 -3.203 0.123
H -16.951 -19.525 -1.917 0.129
H -18.209 -17.254 -2.787 0.081
H -19.082 -18.511 -1.958 0.082
H -19.703 -17.801 -3.489 0.085
H -14.558 -21.548 -3.959 0.068
H -14.893 -21.446 -2.441 0.057
C -22.756 -16.136 0.889 -0.084
C -24.049 -16.842 1.080 -0.449
C -25.323 -15.896 1.127 -0.202
O -25.216 -15.334 2.364 -0.172
C -26.332 -14.608 2.769 -0.127
N -24.154 -17.799 -0.010 0.030
H -21.965 -16.884 0.926 0.077
H -22.526 -15.360 1.619 0.080
H -22.794 -15.608 -0.064 0.082
H -23.940 -17.380 2.022 0.131
H -26.212 -16.527 1.089 0.120
H -25.245 -15.175 0.314 0.132
H -27.313 -15.038 2.569 0.087
H -26.426 -13.556 2.499 0.083
H -26.278 -14.495 3.852 0.086
H -23.410 -18.480 0.037 0.065
H -25.026 -18.292 0.117 0.063
C -23.211 -11.952 -9.988 -0.076
C -21.749 -11.755 -9.573 -0.391
C -21.090 -12.664 -8.444 -0.202
O -21.837 -12.691 -7.250 -0.187
C -21.115 -13.377 -6.219 -0.101
N -21.006 -11.840 -10.865 0.018
H -23.899 -11.804 -9.155 0.070
H -23.355 -12.980 -10.320 0.074
H -23.505 -11.283 -10.797 0.074
H -21.671 -10.697 -9.320 0.128
H -20.063 -12.307 -8.362 0.107
H -21.004 -13.721 -8.697 0.117
H -21.586 -13.357 -5.236 0.089
H -20.125 -12.923 -6.175 0.075
H -20.882 -14.420 -6.436 0.077
H -21.006 -12.823 -11.099 0.065
H -20.082 -11.452 -10.742 0.059
C -24.701 -16.920 -5.560 -0.064
C -25.300 -16.701 -6.959 -0.408
C -26.217 -15.487 -7.130 -0.199
O -27.565 -15.746 -6.725 -0.199
C -28.306 -16.618 -7.626 -0.083
N -24.157 -16.600 -7.908 0.028
H -25.435 -16.604 -4.818 0.074
H -23.851 -16.293 -5.290 0.070
H -24.435 -17.961 -5.376 0.075
H -25.824 -17.613 -7.246 0.118
H -26.302 -15.131 -8.157 0.113
H -25.831 -14.565 -6.696 0.126
H -27.917 -17.636 -7.613 0.077
H -28.488 -16.132 -8.584 0.087
H -29.311 -16.729 -7.220 0.079
H -23.531 -17.306 -7.548 0.053
H -23.642 -15.774 -7.639 0.052
C -17.983 -18.029 -7.926 -0.054
C -19.014 -19.128 -8.308 -0.422
C -18.425 -20.540 -8.609 -0.238
O -19.403 -21.226 -9.319 -0.180
C -18.785 -22.364 -9.924 -0.099
N -20.050 -19.159 -7.310 0.039
H -17.259 -17.811 -8.711 0.071
H -17.427 -18.229 -7.010 0.063
H -18.511 -17.119 -7.641 0.067
H -19.490 -18.814 -9.237 0.131
H -18.184 -21.062 -7.683 0.121
H -17.474 -20.462 -9.136 0.117
H -18.312 -22.985 -9.163 0.088
H -18.143 -22.050 -10.747 0.090
H -19.563 -22.988 -10.367 0.085
H -19.538 -19.261 -6.445 0.059
H -20.629 -19.983 -7.380 0.071
C -13.498 -21.338 1.519 -0.072
C -12.917 -22.721 1.264 -0.420
C -12.443 -23.479 2.494 -0.228
O -11.634 -24.593 2.172 -0.197
C -11.036 -25.332 3.304 -0.061
N -13.924 -23.508 0.535 0.042
H -13.868 -20.853 0.615 0.070
H -12.680 -20.685 1.822 0.076
H -14.355 -21.299 2.191 0.075
H -12.107 -22.520 0.563 0.139
H -13.265 -23.766 3.150 0.125
H -11.878 -22.764 3.092 0.117
H -10.309 -26.091 3.017 0.080
H -11.807 -25.798 3.917 0.076
H -10.478 -24.641 3.936 0.077
H -13.531 -24.375 0.199 0.057
H -14.710 -23.801 1.098 0.047
C -12.351 -17.741 -6.515 -0.067
C -12.243 -18.345 -7.911 -0.443
C -12.859 -19.772 -7.884 -0.171
O -12.257 -20.648 -6.878 -0.190
C -11.041 -21.236 -7.406 -0.105
N -12.870 -17.403 -8.815 0.025
H -11.943 -18.470 -5.814 0.072
H -13.379 -17.527 -6.225 0.080
H -11.733 -16.843 -6.488 0.076
H -11.203 -18.414 -8.232 0.132
H -12.793 -20.257 -8.858 0.111
H -13.925 -19.630 -7.706 0.116
H -11.053 -21.572 -8.442 0.081
H -10.646 -22.066 -6.820 0.082
H -10.219 -20.520 -7.380 0.076
H -12.290 -16.577 -8.777 0.064
H -13.707 -16.975 -8.445 0.059
C -19.927 -31.238 -0.284 -0.099
C -20.582 -29.941 0.123 -0.417
C -20.076 -28.773 -0.840 -0.169
O -18.649 -28.543 -0.802 -0.197
C -18.242 -27.519 -1.705 -0.114
N -22.043 -30.146 0.015 0.032
H -20.074 -31.517 -1.327 0.083
H -20.252 -32.060 0.354 0.077
H -18.857 -31.112 -0.117 0.077
H -20.167 -29.779 1.118 0.131
H -20.594 -27.858 -0.553 0.114
H -20.385 -29.064 -1.844 0.118
H -17.325 -27.110 -1.279 0.078
H -18.837 -26.606 -1.678 0.081
H -18.006 -27.838 -2.720 0.088
H -22.092 -30.354 -0.972 0.056
H -22.281 -31.073 0.337 0.060
```

---

two) Computed, not measured: 12 unconnected molecules or ions with the total composition C48H132N12O12, with the ωB97M-V functional and the def2-TZVPD basis.

Its total charge is 0. The structure (SMILES) is COC[C@H](C)N.COC[C@H](C)N.COC[C@H](C)N.COC[C@H](C)N.COC[C@H](C)N.COC[C@H](C)N.COC[C@H](C)N.COC[C@H](C)N.COC[C@H](C)N.COC[C@H](C)N.COC[C@H](C)N.COC[C@H](C)N. As for the orbital gap: 8.946 eV.

Structure (XYZ):
```
204
Properties=species:S:1:pos:R:3:lowdin_charge:R:1
C 1.769 1.431 2.481 -0.042
C 1.117 1.014 1.103 -0.347
C 0.899 2.074 -0.062 -0.161
O -0.331 2.700 0.112 -0.167
C -1.052 2.914 -1.091 -0.092
N 1.865 -0.154 0.696 0.038
H 1.173 1.995 3.198 0.046
H 2.676 2.032 2.417 0.066
H 1.957 0.550 3.094 0.051
H 0.169 0.556 1.383 0.103
H 0.911 1.491 -0.983 0.101
H 1.714 2.776 -0.235 0.126
H -1.520 2.064 -1.588 0.065
H -0.444 3.410 -1.847 0.072
H -1.954 3.486 -0.874 0.077
H 1.983 -0.818 1.448 0.065
H 1.169 -0.531 0.070 0.050
C -0.984 -0.042 -4.622 -0.061
C -0.333 -0.314 -3.267 -0.404
C -1.290 -1.131 -2.269 -0.152
O -0.595 -1.151 -1.031 -0.235
C -1.362 -1.569 0.079 -0.094
N 0.970 -0.927 -3.555 0.079
H -1.295 -0.923 -5.183 0.088
H -0.260 0.624 -5.093 0.060
H -1.866 0.579 -4.470 0.068
H -0.245 0.610 -2.695 0.086
H -1.371 -2.145 -2.660 0.119
H -2.299 -0.745 -2.123 0.111
H -1.517 -2.642 -0.038 0.088
H -2.263 -0.964 0.175 0.085
H -0.735 -1.396 0.954 0.042
H 1.529 -0.963 -2.714 0.054
H 1.511 -0.347 -4.181 0.027
C -0.184 -1.539 4.059 -0.051
C 0.667 -2.796 3.726 -0.386
C 0.453 -3.962 4.707 -0.181
O 1.256 -5.142 4.504 -0.221
C 2.672 -4.978 4.788 -0.057
N 0.251 -3.132 2.339 0.069
H -0.426 -0.764 3.331 0.061
H 0.182 -1.015 4.942 0.077
H -1.147 -1.918 4.398 0.057
H 1.721 -2.547 3.847 0.119
H -0.569 -4.260 4.471 0.105
H 0.501 -3.633 5.745 0.129
H 3.259 -4.850 3.878 0.087
H 2.979 -5.773 5.467 0.093
H 2.760 -3.980 5.219 0.075
H -0.621 -3.634 2.431 0.037
H 0.814 -3.955 2.175 0.040
C -3.022 -1.310 7.336 -0.056
C -3.778 -0.676 6.129 -0.463
C -4.894 -1.630 5.717 -0.233
O -5.447 -1.231 4.498 -0.199
C -4.673 -1.446 3.258 -0.023
N -4.325 0.553 6.635 0.043
H -2.498 -2.205 7.001 0.060
H -3.798 -1.763 7.954 0.072
H -2.366 -0.573 7.800 0.079
H -3.098 -0.497 5.297 0.112
H -5.579 -1.746 6.558 0.130
H -4.399 -2.589 5.566 0.110
H -4.561 -2.515 3.074 0.079
H -3.727 -0.955 3.486 0.064
H -5.143 -0.836 2.488 0.072
H -5.115 0.273 7.199 0.076
H -4.594 1.060 5.804 0.073
C -4.569 1.398 -1.213 -0.051
C -5.535 2.437 -0.642 -0.419
C -6.296 1.894 0.603 -0.170
O -7.422 1.162 0.072 -0.200
C -8.192 0.289 0.880 -0.117
N -4.910 3.710 -0.309 0.033
H -4.950 0.386 -1.079 0.077
H -3.619 1.446 -0.680 0.059
H -4.521 1.572 -2.288 0.079
H -6.282 2.700 -1.391 0.135
H -6.735 2.649 1.255 0.119
H -5.674 1.262 1.237 0.106
H -7.780 -0.651 1.246 0.077
H -9.143 0.092 0.385 0.084
H -8.554 0.771 1.789 0.078
H -5.540 4.483 -0.148 0.073
H -4.385 3.559 0.541 0.060
C 0.154 -6.614 -0.568 -0.035
C -0.145 -5.869 0.763 -0.365
C -1.650 -6.055 1.315 -0.166
O -1.968 -4.996 2.201 -0.246
C -2.842 -5.376 3.311 -0.072
N 0.845 -6.310 1.759 0.045
H -0.385 -7.559 -0.495 0.077
H 1.229 -6.759 -0.672 0.046
H -0.234 -6.127 -1.462 0.076
H -0.059 -4.798 0.579 0.102
H -1.881 -7.056 1.681 0.121
H -2.370 -5.809 0.534 0.120
H -2.411 -6.061 4.041 0.088
H -3.558 -6.113 2.948 0.076
H -3.422 -4.551 3.724 0.070
H 0.786 -5.975 2.710 0.038
H 0.940 -7.315 1.801 0.086
C -2.870 2.625 -8.769 -0.062
C -3.082 2.389 -7.261 -0.466
C -3.148 3.616 -6.426 -0.196
O -4.245 4.387 -6.986 -0.225
C -4.835 5.262 -5.972 -0.065
N -4.278 1.652 -7.210 0.028
H -2.466 1.739 -9.259 0.078
H -2.163 3.440 -8.921 0.070
H -3.646 3.036 -9.415 0.083
H -2.397 1.731 -6.726 0.119
H -2.281 4.273 -6.496 0.122
H -3.307 3.348 -5.382 0.119
H -5.610 5.838 -6.477 0.088
H -4.014 5.901 -5.648 0.081
H -5.146 4.636 -5.135 0.081
H -5.048 2.286 -7.050 0.075
H -4.308 1.233 -8.128 0.066
C 5.475 -7.014 -1.222 -0.063
C 4.604 -6.107 -0.367 -0.430
C 3.812 -5.106 -1.217 -0.226
O 3.115 -5.748 -2.241 -0.200
C 2.343 -4.847 -3.029 -0.098
N 3.673 -7.001 0.260 0.033
H 6.160 -6.500 -1.896 0.077
H 4.851 -7.703 -1.791 0.077
H 6.064 -7.648 -0.560 0.075
H 5.161 -5.563 0.396 0.137
H 4.601 -4.493 -1.652 0.117
H 3.092 -4.501 -0.666 0.125
H 2.982 -4.147 -3.567 0.084
H 1.483 -4.358 -2.571 0.078
H 1.909 -5.405 -3.858 0.086
H 3.023 -6.541 0.882 0.033
H 3.112 -7.214 -0.552 0.040
C 4.898 -0.339 2.507 -0.027
C 5.260 -0.100 0.961 -0.392
C 5.082 -1.354 0.034 -0.163
O 5.943 -2.489 0.321 -0.223
C 7.299 -2.330 -0.154 -0.086
N 4.549 1.005 0.450 0.015
H 3.815 -0.392 2.621 0.030
H 5.262 0.475 3.134 0.067
H 5.418 -1.174 2.975 0.065
H 6.300 0.209 0.854 0.126
H 5.176 -1.117 -1.026 0.097
H 4.104 -1.821 0.152 0.108
H 7.723 -3.304 -0.399 0.078
H 7.860 -1.852 0.649 0.083
H 7.291 -1.834 -1.125 0.084
H 4.597 1.729 1.153 0.081
H 3.573 0.789 0.311 0.034
C 0.949 6.632 -1.804 -0.051
C 2.245 6.175 -2.565 -0.366
C 2.006 5.235 -3.772 -0.258
O 1.409 4.049 -3.436 -0.183
C 0.846 3.370 -4.477 -0.113
N 3.026 7.387 -3.004 0.035
H 1.102 7.199 -0.887 0.070
H 0.338 5.863 -1.331 0.055
H 0.265 7.136 -2.487 0.072
H 2.759 5.477 -1.903 0.128
H 3.004 5.102 -4.188 0.116
H 1.560 5.755 -4.620 0.121
H 0.431 2.505 -3.959 0.071
H 1.654 3.062 -5.141 0.097
H -0.020 3.877 -4.902 0.092
H 4.007 7.292 -3.224 0.061
H 2.559 7.729 -3.831 0.059
C -1.286 4.974 7.979 -0.091
C -1.312 5.569 6.579 -0.424
C -1.222 4.369 5.501 -0.120
O -1.580 4.622 4.079 -0.189
C -1.635 3.428 3.319 -0.122
N -2.596 6.220 6.515 0.020
H -1.325 5.700 8.791 0.076
H -0.377 4.401 8.159 0.072
H -2.089 4.248 8.105 0.079
H -0.490 6.271 6.439 0.125
H -1.909 3.605 5.867 0.106
H -0.218 3.948 5.541 0.113
H -2.236 2.618 3.733 0.076
H -0.647 2.977 3.223 0.055
H -1.994 3.589 2.303 0.078
H -2.783 6.547 5.578 0.069
H -2.569 7.039 7.105 0.072
C 5.759 2.252 -4.323 -0.068
C 4.929 1.681 -3.152 -0.423
C 4.041 0.479 -3.548 -0.117
O 3.148 0.818 -4.707 -0.243
C 3.372 0.025 -5.917 -0.096
N 5.909 1.343 -2.134 0.020
H 6.240 3.195 -4.064 0.068
H 5.056 2.405 -5.142 0.065
H 6.668 1.688 -4.529 0.074
H 4.450 2.576 -2.754 0.126
H 3.301 0.295 -2.768 0.094
H 4.622 -0.440 -3.613 0.126
H 3.318 -1.064 -5.898 0.083
H 4.139 0.389 -6.601 0.081
H 2.436 0.140 -6.464 0.074
H 6.388 2.156 -1.773 0.075
H 5.418 1.098 -1.286 -0.002
```

---

Stability, highest: one)